<w>
Computed, not measured: a 3-piece molecular cluster, C2H10N4 overall, with ωB97M-V with the def2-TZVPD basis set.

## Properties
- frontier orbital gap (alpha / beta) (eV) = 8.8 / 8.8
- multiplicity = 1
- LUMO level (alpha / beta) (eV) = 0.66 / 0.66
- HOMO (alpha / beta) (eV) = -8.1 / -8.1
- charge = 0

XYZ file:
```
16
Properties=species:S:1:pos:R:3:nbo_charge:R:1
C 0.104 -0.703 0.200 -0.392
C 0.130 -1.279 -1.218 -0.633
N 1.319 -0.837 1.003 -0.835
H 1.462 -1.797 1.295 0.364
H 2.145 -0.556 0.485 0.352
H -0.707 -1.187 0.761 0.247
H -0.585 0.331 0.406 0.350
H 0.302 -2.359 -1.195 0.213
H 0.925 -0.832 -1.821 0.201
H -0.821 -1.098 -1.726 0.220
N -1.619 1.384 0.802 -1.029
N -0.085 2.544 -0.118 0.120
N 0.746 1.851 -0.496 -0.240
H -2.282 1.879 0.213 0.346
H -1.523 1.934 1.650 0.347
H 0.489 0.725 -0.243 0.369
```

***

<x>
Computed, not measured: a 2-piece molecular cluster, C2H10N4 overall, with ωB97M-V with the def2-TZVPD basis set.

## Properties
- frontier orbital gap (eV) = 10.0
- multiplicity = 1
- LUMO level (eV) = 1.00
- SMILES string = [H]/N=C/N.NCN
- HOMO (eV) = -9.0
- charge = 0

XYZ file:
```
16
Properties=species:S:1:pos:R:3:nbo_charge:R:1
H -0.282 -3.138 -0.420 0.346
N -0.373 -2.138 -0.563 -0.771
C -1.433 -1.904 -1.239 0.296
N -2.114 -0.760 -1.032 -0.806
H -1.743 -2.566 -2.054 0.147
H -2.658 -0.191 -1.651 0.396
H -1.578 -0.252 -0.328 0.391
N 0.788 1.803 -0.085 -0.875
C 1.524 1.450 1.099 -0.054
N 1.044 0.186 1.692 -0.829
H 1.191 2.357 -0.826 0.375
H -0.119 2.189 0.137 0.349
H 2.567 1.292 0.803 0.174
H 1.501 2.202 1.888 0.152
H 1.558 -0.590 1.297 0.361
H 0.126 0.058 1.282 0.348
```

***

The least stable of the structures above is <w>, whereas <x> is the most stable.